# 1
{
  "formula": "C3H10N2O",
  "method": "wB97M-V/def2-TZVPD",
  "fmax_ev_per_a": 1.10,
  "e_above_lowest_ev": 1.002,
  "homo_lumo_gap_ha": 0.35394,
  "homo_ev": -8.84,
  "smiles": "[H]/N=C/NCC.O",
  "species": ["C", "C", "N", "C", "N", "H", "H", "H", "H", "H", "H", "H", "H", "H", "H", "O"],
  "coordinates": [[-0.92495, -0.06067, -0.83066], [-1.30585, 0.22210, 0.61082], [-0.80959, 1.47282, 1.16298], [0.53197, 1.75293, 1.14824], [0.96669, 2.93367, 1.05365], [-0.99367, 0.81621, -1.47914], [-1.53225, -0.85312, -1.26882], [0.10902, -0.41896, -0.89686], [-2.38565, 0.33306, 0.65499], [-1.10966, -0.61782, 1.26971], [-1.40172, 2.27528, 1.01495], [1.14146, 0.84001, 1.20109], [1.96395, 3.05107, 1.16713], [2.45634, -3.63442, -2.09417], [1.39095, -4.46029, -1.40716], [1.90295, -3.65187, -1.30678]]
}

# 2
{
  "formula": "C3H10N2O2",
  "method": "wB97M-V/def2-TZVPD",
  "fmax_ev_per_a": 0.81,
  "e_above_lowest_ev": 1.100,
  "homo_lumo_gap_ha": 0.35968,
  "homo_ev": -9.17,
  "species": ["N", "C", "C", "N", "H", "H", "H", "H", "H", "H", "H", "H", "H", "O", "C", "O", "H"],
  "coordinates": [[0.75226, 1.06831, -0.44113], [-0.44477, 0.51082, -1.11122], [-1.69581, 0.84213, -0.32362], [-2.84298, 0.21239, -0.97993], [0.75904, 2.08426, -0.41815], [0.79920, 0.58043, 0.58806], [1.60148, 0.70807, -0.85672], [-0.52666, 0.91417, -2.12148], [-0.26797, -0.55061, -1.17155], [-1.56930, 0.52366, 0.72318], [-1.85620, 1.91919, -0.31211], [-2.96318, -0.72554, -0.63334], [-3.68969, 0.71268, -0.75817], [0.83404, -0.38168, 1.64896], [1.70535, -1.21710, 1.25533], [2.18929, -1.29556, 0.12111], [1.99293, -1.98594, 1.99374]]
}

# 3
{
  "formula": "C4H9ClOSi",
  "method": "wB97M-V/def2-TZVPD",
  "fmax_ev_per_a": 9.47,
  "e_above_lowest_ev": 3.468,
  "homo_lumo_gap_ha": 0.35547,
  "homo_ev": -9.89,
  "smiles": "C[Si](C)(C)C(=O)Cl",
  "species": ["C", "C", "C", "C", "O", "Si", "Cl", "H", "H", "H", "H", "H", "H", "H", "H", "H"],
  "coordinates": [[-1.69556, -0.43851, 1.86475], [-0.62276, 1.75154, -0.15164], [1.33684, -0.46600, 0.86017], [-1.12988, -1.32385, -0.89269], [-2.83683, 0.39450, 1.72312], [-0.45255, -0.09798, 0.41553], [-1.52304, -1.52992, 3.09372], [-1.39136, 2.26867, 0.35349], [0.38658, 2.19972, 0.21549], [-0.83414, 1.74688, -1.17647], [1.25785, -1.41371, 1.39171], [2.03750, -0.70583, 0.06460], [1.84701, 0.38360, 1.48948], [-2.08735, -0.99922, -1.11330], [-0.33847, -1.41928, -1.71813], [-1.27126, -2.39032, -0.74806]]
}